15 unconnected molecules or ions with the total composition C25H80O15 at a distorted geometry. Source: the Open Molecules 2025 dataset; level of theory: ωB97M-V with the def2-TZVPD basis set.

```
120
Properties=species:S:1:pos:R:3:lowdin_charge:R:1
C -1.406 1.723 -3.644 -0.147
O -0.463 2.761 -3.305 -0.120
H -2.076 2.063 -4.433 0.076
H -0.835 0.883 -4.041 0.056
H -2.009 1.290 -2.846 0.061
H -0.720 3.033 -2.421 0.019
C -0.391 -0.693 4.682 -0.147
O -1.567 -0.147 4.119 -0.123
H 0.105 -1.371 3.987 0.054
H 0.264 0.161 4.857 0.076
H -0.550 -1.201 5.633 0.085
H -1.312 0.464 3.423 0.032
C 1.830 -1.235 -4.215 -0.136
O 0.610 -1.826 -3.832 -0.126
H 2.005 -1.421 -5.275 0.089
H 1.865 -0.164 -4.021 0.078
H 2.665 -1.698 -3.689 0.071
H 0.028 -1.926 -4.589 0.091
C 1.778 -5.035 0.867 -0.100
O 2.158 -3.677 0.683 -0.160
H 2.370 -5.330 1.733 0.087
H 0.723 -5.003 1.141 0.061
H 1.908 -5.681 -0.001 0.084
H 1.664 -3.265 -0.030 0.036
C -2.239 -4.163 -0.388 -0.174
O -3.625 -4.224 -0.266 -0.116
H -1.883 -3.133 -0.347 0.051
H -1.678 -4.771 0.321 0.066
H -1.948 -4.619 -1.335 0.078
H -4.002 -3.597 -0.887 0.014
C -0.400 3.173 3.087 -0.137
O -0.321 2.312 1.994 -0.143
H 0.560 3.577 3.407 0.082
H -0.996 4.044 2.814 0.072
H -0.893 2.771 3.972 0.084
H 0.526 1.860 2.003 0.030
C 3.208 -2.193 3.634 -0.115
O 2.903 -1.515 2.428 -0.158
H 3.708 -1.524 4.334 0.085
H 2.323 -2.520 4.180 0.070
H 3.833 -3.022 3.302 0.092
H 2.655 -2.244 1.854 0.024
C 4.200 -2.063 -1.045 -0.119
O 5.353 -1.200 -1.319 -0.135
H 4.410 -3.104 -1.289 0.086
H 3.964 -1.969 0.015 0.060
H 3.371 -1.646 -1.617 0.041
H 5.359 -1.065 -2.269 0.056
C 3.094 1.978 2.717 -0.106
O 2.001 1.095 2.546 -0.146
H 2.823 2.874 3.275 0.077
H 3.944 1.494 3.198 0.089
H 3.431 2.313 1.736 0.065
H 2.324 0.192 2.511 0.033
C -1.020 -4.391 3.559 -0.174
O -1.127 -5.751 3.186 -0.112
H -1.515 -4.228 4.516 0.083
H 0.035 -4.124 3.615 0.064
H -1.274 -3.603 2.850 0.063
H -2.048 -5.944 2.993 0.079
C -0.436 5.623 0.191 -0.042
C -1.564 4.667 -0.107 -0.477
C -2.520 5.096 -1.236 -0.037
O -1.101 3.359 -0.427 -0.077
H -0.056 5.448 1.197 0.061
H -0.689 6.682 0.246 0.083
H 0.425 5.545 -0.473 0.087
H -2.201 4.579 0.773 0.129
H -1.989 5.475 -2.109 0.082
H -3.112 5.932 -0.862 0.080
H -3.198 4.296 -1.532 0.075
H -0.936 2.921 0.411 0.034
C -4.263 1.428 2.373 -0.043
C -3.569 0.961 1.075 -0.427
C -3.781 -0.554 0.684 -0.025
O -3.974 1.855 0.024 -0.065
H -3.930 2.413 2.702 0.072
H -4.144 0.684 3.160 0.070
H -5.346 1.503 2.271 0.076
H -2.494 1.100 1.186 0.094
H -4.820 -0.878 0.743 0.081
H -3.212 -1.145 1.401 0.063
H -3.448 -0.866 -0.306 0.050
H -3.193 2.297 -0.316 0.039
C -5.129 -0.434 -3.186 -0.039
C -4.429 -1.807 -3.203 -0.448
C -2.922 -1.607 -3.268 -0.056
O -4.824 -2.564 -2.075 -0.057
H -4.891 0.202 -2.333 0.072
H -6.210 -0.505 -3.305 0.078
H -4.717 0.116 -4.031 0.074
H -4.739 -2.347 -4.098 0.137
H -2.444 -1.024 -2.481 0.055
H -2.621 -1.107 -4.189 0.077
H -2.339 -2.527 -3.286 0.078
H -5.703 -2.913 -2.239 0.112
C -0.265 -1.110 0.866 -0.023
C 0.164 -0.811 -0.560 -0.405
C 1.316 0.202 -0.711 -0.021
O 0.695 -2.057 -1.037 -0.077
H 0.593 -1.392 1.476 0.068
H -1.055 -1.857 0.937 0.054
H -0.660 -0.232 1.378 0.057
H -0.614 -0.450 -1.233 0.121
H 2.210 -0.307 -0.350 0.068
H 1.107 1.189 -0.299 0.078
H 1.463 0.325 -1.784 0.066
H 0.762 -1.939 -1.987 0.040
C 6.204 2.510 -2.198 -0.053
C 5.184 3.290 -1.344 -0.457
C 3.792 2.663 -1.439 -0.066
O 5.578 3.347 0.045 -0.060
H 7.211 2.902 -2.059 0.081
H 5.876 2.598 -3.233 0.076
H 6.181 1.434 -2.024 0.060
H 5.145 4.306 -1.737 0.132
H 3.447 2.575 -2.469 0.079
H 3.005 3.095 -0.820 0.077
H 3.880 1.602 -1.204 0.060
H 5.600 2.435 0.343 0.075
```

Calculated values
Lowest unoccupied orbital energy (eV): 0.293
ΔE to the lowest compared entry with this formula, charge and spin (kJ/mol): 0.0
DFT total energy (eV): -57930.9456
Highest occupied orbital energy (eV): -9.56
Charge: 0

19 unconnected molecules or ions with the total composition C25H88O20P2S at a distorted geometry. Source: the Open Molecules 2025 dataset; level of theory: ωB97M-V with the def2-TZVPD basis set.

```
136
Properties=species:S:1:pos:R:3:lowdin_charge:R:1
C -3.995 -1.856 -1.708 0.082
C -3.005 -1.374 -0.997 -0.259
P -1.428 -0.736 -0.174 0.600
C -1.412 -0.313 1.668 -0.301
C -2.006 1.123 2.077 -0.264
O -2.126 1.136 3.552 -0.126
C -1.763 1.041 -0.751 -0.332
O -1.662 1.019 -2.234 -0.274
C -0.597 1.888 -2.691 -0.246
C 0.880 1.188 -2.661 -0.071
P -0.877 -2.856 0.273 0.192
S -2.274 -3.835 1.216 0.051
H -4.832 -2.056 -2.479 0.071
H -0.169 -0.676 -0.915 0.031
H -2.073 -1.107 2.209 0.077
H -0.365 -0.411 2.127 0.102
H -1.251 1.972 1.829 0.124
H -3.061 1.349 1.680 0.125
H -1.857 2.019 3.895 0.089
H -0.974 1.807 -0.408 0.110
H -2.857 1.397 -0.553 0.106
H -0.801 2.081 -3.823 0.122
H -0.566 2.925 -2.199 0.103
H 0.834 0.056 -2.882 0.073
H 1.583 1.638 -3.473 0.065
H 1.399 1.308 -1.643 0.058
H 0.360 -2.793 1.022 -0.037
H -0.591 -3.485 -1.002 -0.031
C 3.016 0.072 0.761 -0.143
O 1.726 0.637 0.576 -0.168
H 3.052 -0.899 0.265 0.074
H 3.770 0.730 0.322 0.086
H 3.208 -0.058 1.827 0.062
H 1.724 1.494 1.025 0.083
C -5.220 3.842 -0.989 -0.147
O -3.945 4.082 -0.412 -0.147
H -5.991 4.197 -0.304 0.084
H -5.302 4.381 -1.937 0.079
H -5.351 2.771 -1.157 0.052
H -3.284 3.757 -1.040 0.052
C -1.088 5.949 -2.641 -0.130
O -0.630 5.351 -1.436 -0.152
H -0.614 5.448 -3.485 0.083
H -2.173 5.839 -2.716 0.078
H -0.819 7.008 -2.651 0.082
H -1.066 5.814 -0.705 0.093
C 5.513 1.078 3.219 -0.143
O 4.224 1.642 3.034 -0.151
H 5.547 0.107 2.723 0.079
H 6.268 1.735 2.780 0.081
H 5.708 0.947 4.286 0.079
H 4.222 2.501 3.482 0.058
C -1.238 -1.602 -4.445 -0.134
O -0.781 -2.195 -3.242 -0.170
H -0.765 -2.105 -5.290 0.060
H -2.323 -1.713 -4.520 0.078
H -0.968 -0.543 -4.457 0.068
H -1.216 -1.730 -2.512 -0.026
C 2.795 4.003 5.813 -0.138
O 3.298 4.698 4.679 -0.142
H 3.322 4.349 6.702 0.074
H 1.727 4.207 5.923 0.082
H 2.959 2.930 5.689 0.074
H 2.813 4.372 3.907 0.077
C 2.668 6.140 0.285 -0.156
O 1.591 5.231 0.449 -0.145
H 3.490 5.835 0.935 0.074
H 3.006 6.127 -0.754 0.078
H 2.345 7.147 0.561 0.076
H 0.877 5.525 -0.138 0.026
C 5.625 7.025 4.095 -0.167
O 6.452 7.023 2.940 -0.135
H 4.687 7.527 3.858 0.080
H 5.417 5.996 4.399 0.056
H 6.128 7.560 4.905 0.075
H 7.273 6.573 3.178 0.074
C 3.893 -4.206 0.869 -0.165
O 4.717 -3.244 0.232 -0.139
H 3.461 -3.761 1.767 0.074
H 3.088 -4.507 0.193 0.074
H 4.491 -5.077 1.148 0.074
H 5.085 -3.664 -0.559 0.040
C 2.760 2.018 -6.189 -0.162
O 1.526 2.657 -5.901 -0.144
H 3.076 1.449 -5.314 0.071
H 2.634 1.339 -7.036 0.076
H 3.518 2.770 -6.424 0.077
H 1.270 3.153 -6.690 0.077
C 0.702 -3.498 -7.728 -0.172
O 1.159 -4.091 -6.524 -0.128
H 1.176 -4.002 -8.572 0.078
H -0.383 -3.609 -7.803 0.075
H 0.973 -2.439 -7.741 0.072
H 0.724 -3.626 -5.795 0.055
C 3.290 6.481 9.388 -0.168
O 2.925 5.123 9.585 -0.136
H 2.623 6.921 8.645 0.079
H 3.193 7.028 10.329 0.075
H 4.320 6.536 9.028 0.074
H 3.529 4.759 10.245 0.078
C -7.323 0.584 -3.350 -0.160
O -6.315 1.158 -2.530 -0.144
H -8.292 0.733 -2.875 0.074
H -7.321 1.069 -4.328 0.077
H -7.137 -0.488 -3.463 0.072
H -5.468 1.011 -2.974 0.075
C -3.508 -7.366 -0.401 -0.172
O -4.798 -6.806 -0.584 -0.134
H -3.470 -8.336 -0.899 0.079
H -2.757 -6.704 -0.840 0.068
H -3.314 -7.498 0.666 0.060
H -4.803 -5.949 -0.134 0.066
C 6.282 -5.857 -2.654 -0.149
O 5.912 -4.496 -2.487 -0.133
H 6.185 -6.369 -1.696 0.081
H 5.622 -6.330 -3.386 0.079
H 7.319 -5.917 -2.993 0.078
H 6.007 -4.067 -3.348 0.087
C -1.749 -8.431 3.420 -0.163
O -1.196 -7.125 3.468 -0.138
H -1.454 -8.972 4.320 0.058
H -2.839 -8.367 3.377 0.080
H -1.370 -8.958 2.540 0.079
H -1.473 -6.668 2.660 0.043
C -10.480 0.049 -4.843 -0.159
O -9.926 1.355 -4.801 -0.142
H -10.188 -0.487 -3.939 0.075
H -11.570 0.113 -4.888 0.077
H -10.101 -0.484 -5.718 0.079
H -10.200 1.807 -5.611 0.083
C 0.244 -8.554 6.792 -0.167
O -0.990 -7.919 7.083 -0.130
H 0.566 -9.121 7.667 0.078
H 0.116 -9.236 5.947 0.062
H 0.997 -7.799 6.553 0.079
H -1.250 -7.425 6.292 0.065
```

Calculated values
Lowest unoccupied orbital energy (eV): 0.250
DFT total energy (eV): -97699.9823
Highest occupied orbital energy (eV): -7.74
Charge: 0